[1]
Below is a 2-piece molecular cluster, C4H8 overall, with properties calculated with ωB97M-V with the def2-TZVPD basis set.

Calculated values
orbital gap = 10.78 eV
DFT total energy = -4275.75168 eV
ΔE to the lowest compared entry with this formula, charge and spin = 1.4416 eV
SMILES = C=C.C=C
molar mass = 56.1 g/mol

Positions of all 12 atoms, in Å:
C 0.88 1.28 -1.39
C -0.83 0.04 1.26
C 0.77 -0.04 -1.29
C -0.82 -1.28 1.42
H 1.49 -0.64 -0.74
H -0.06 0.67 1.69
H 0.14 1.88 -1.91
H -0.04 -1.78 1.97
H -1.60 0.55 0.68
H -1.58 -1.91 0.96
H 1.70 1.82 -0.92
H -0.07 -0.58 -1.73

---

[2]
Below is one molecule with the formula C4H8 in a non-equilibrium geometry, with properties calculated with ωB97M-V with the def2-TZVPD basis set.

Calculated values
orbital gap = 10.23 eV
DFT total energy = -4275.98389 eV
ΔE to the lowest compared entry with this formula, charge and spin = 1.2094 eV
SMILES = C/C=C/C
molar mass = 56.1 g/mol

Positions of all 12 atoms, in Å:
C -0.94 1.71 -0.17
C 0.95 -1.72 0.16
C -0.18 0.52 0.38
C 0.10 -0.59 -0.34
H -0.28 -0.47 -1.37
H -2.00 1.77 0.25
H -0.93 1.81 -1.36
H 0.76 -2.71 -0.21
H 2.06 -1.38 -0.20
H 0.97 -1.70 1.25
H -0.36 2.72 0.15
H 0.28 0.94 1.27

---

[3]
Below is a 2-piece molecular cluster, C4H8 overall in a non-equilibrium geometry, with properties calculated with ωB97M-V with the def2-TZVPD basis set.

Calculated values
orbital gap = 11.31 eV
DFT total energy = -4275.21315 eV
ΔE to the lowest compared entry with this formula, charge and spin = 1.9801 eV
SMILES = C=C.C=C
molar mass = 56.1 g/mol

Positions of all 12 atoms, in Å:
C 1.24 -3.02 0.58
C -2.24 2.45 -0.66
C 2.42 -2.86 1.16
C -1.44 3.48 -0.90
H 1.14 -3.87 -0.09
H 0.61 -2.22 0.14
H -2.33 1.79 0.18
H -2.94 2.24 -1.47
H -1.47 3.90 -1.91
H 3.00 -3.75 1.42
H 2.67 -1.96 1.76
H -0.68 3.82 -0.19

---

[4]
Below is a 2-piece molecular cluster, C4H8BN overall in a non-equilibrium geometry, with properties calculated with ωB97M-V with the def2-TZVPD basis set.

Calculated values
orbital gap = 9.38 eV
DFT total energy = -6441.42554 eV
ΔE to the lowest compared entry with this formula, charge and spin = 3.1434 eV
SMILES = [H]/B=N/[H].C=CC=C
molar mass = 80.9 g/mol

Positions of all 14 atoms, in Å:
N -2.20 -0.64 0.61
C 2.81 -0.54 0.29
C 0.46 0.70 0.36
C -0.50 0.94 -0.51
C 1.54 -0.23 -0.05
B -3.08 -0.47 -0.21
H -1.50 -0.72 1.34
H -1.37 1.68 -0.46
H -0.47 0.52 -1.53
H 0.35 1.20 1.34
H 3.35 -1.06 -0.40
H 1.11 -0.65 -0.92
H 3.40 -0.44 1.22
H -3.90 -0.29 -1.06

---

[5]
Below is an isolated ion of composition C4H8BrN2 and charge +1 in a non-equilibrium geometry, with properties calculated with ωB97M-V with the def2-TZVPD basis set.

Calculated values
orbital gap = 10.92 eV
DFT total energy = -77291.96714 eV
ΔE to the lowest compared entry with this formula, charge and spin = 2.5223 eV
net charge = +1
SMILES = C[N@H+]1CN=C[C@@H]1Br
molar mass = 164.0 g/mol

Positions of all 15 atoms, in Å:
Br 2.90 -0.33 -0.15
N -0.02 -0.44 -0.40
N 0.04 1.88 -0.20
C 0.88 1.46 0.63
C 1.12 -0.04 0.65
C -0.62 0.83 -0.91
C -1.00 -1.33 0.24
H -1.78 -1.66 -0.45
H -1.63 1.00 -0.76
H 0.25 -0.93 -1.17
H -0.52 0.91 -1.94
H 0.75 -0.59 1.57
H -0.47 -2.18 0.58
H -1.41 -0.68 1.02
H 1.51 2.09 1.30

---

[6]
Below is a 2-piece molecular cluster, C4H8BrN3 overall in a non-equilibrium geometry, with properties calculated with ωB97M-V with the def2-TZVPD basis set.

Calculated values
orbital gap = 10.20 eV
DFT total energy = -78788.50715 eV
ΔE to the lowest compared entry with this formula, charge and spin = 0.0000 eV
SMILES = Cc1cnn(C)n1.Br
molar mass = 178.0 g/mol

Positions of all 16 atoms, in Å:
Br -3.88 2.03 0.93
N 0.82 0.17 -0.36
N 2.02 -0.30 0.00
N 2.00 -1.45 0.60
C 0.73 -1.83 0.63
C 3.12 0.67 0.00
C -0.06 -0.74 0.04
C -1.71 -0.80 -0.26
H -1.71 -0.79 -1.33
H 2.97 1.30 -0.91
H 3.41 1.34 0.83
H -3.58 0.98 -0.12
H 4.04 -0.02 -0.24
H -2.09 0.04 0.30
H -2.10 -1.79 0.09
H 0.51 -2.73 1.07

---

[7]
Below is one molecule with the formula C4H8BrNO2 in a non-equilibrium geometry, with properties calculated with ωB97M-V with the def2-TZVPD basis set.

Calculated values
orbital gap = 10.61 eV
DFT total energy = -79901.88084 eV
ΔE to the lowest compared entry with this formula, charge and spin = 3.1407 eV
SMILES = CC(C)[C@@H](Br)[N+](=O)[O-]
molar mass = 182.0 g/mol

Positions of all 16 atoms, in Å:
Br 2.52 -1.18 0.05
O 1.99 1.51 -1.08
O 1.72 2.19 0.94
N 1.66 1.35 0.06
C 0.98 0.05 0.43
C -0.70 -1.67 -0.12
C -1.28 0.78 -0.03
C -0.28 -0.23 -0.45
H -1.15 1.79 -0.50
H -2.35 0.45 -0.24
H -0.19 -2.04 0.78
H -1.83 -1.60 0.11
H -0.74 -2.46 -0.92
H 0.00 -0.07 -1.52
H -1.16 0.91 1.05
H 0.84 0.23 1.45

---

[8]
Below is a 2-piece molecular cluster, C4H8Cl2 overall in a non-equilibrium geometry, with properties calculated with ωB97M-V with the def2-TZVPD basis set.

Calculated values
orbital gap = 9.63 eV
DFT total energy = -29321.30290 eV
ΔE to the lowest compared entry with this formula, charge and spin = 1.8117 eV
SMILES = C=CCl.CCCl
molar mass = 127.0 g/mol

Positions of all 14 atoms, in Å:
Cl -2.42 0.69 -0.40
Cl 0.93 -0.77 -0.59
C 2.43 1.25 0.51
C 2.54 -0.05 -0.27
C -1.80 -0.65 0.51
C -0.71 -0.57 1.27
H 3.43 1.66 0.68
H 3.01 0.11 -1.25
H 1.95 1.08 1.48
H -0.14 0.35 1.36
H 3.12 -0.79 0.27
H -2.39 -1.54 0.40
H -0.38 -1.44 1.82
H 1.84 1.99 -0.04

---

[9]
Below is an isolated ion of composition C4H8Cl2N and charge +1 in a non-equilibrium geometry, with properties calculated with ωB97M-V with the def2-TZVPD basis set.

Calculated values
orbital gap (spin up / spin down) = 7.53 / 8.83 eV
DFT total energy = -30801.78082 eV
ΔE to the lowest compared entry with this formula, charge and spin = 2.8070 eV
net charge = +1
molar mass = 141.0 g/mol

Positions of all 15 atoms, in Å:
Cl -3.27 -1.43 0.09
Cl -2.83 1.29 0.33
N 0.23 1.41 0.29
C -0.93 -0.17 -1.17
C -2.46 -0.16 -0.59
C 0.23 0.03 -0.24
C 0.87 -0.92 0.64
H 1.05 -0.76 1.66
H -0.89 0.55 -1.97
H 0.53 2.03 -0.42
H 0.92 1.26 1.13
H 0.20 -1.80 0.81
H -0.90 -1.14 -1.71
H -0.80 1.73 0.61
H 1.73 -1.38 0.33

---

[10]
Below is one molecule with the formula C4H8Cl2Si in a non-equilibrium geometry, with properties calculated with ωB97M-V with the def2-TZVPD basis set.

Calculated values
orbital gap = 10.51 eV
DFT total energy = -37198.39877 eV
ΔE to the lowest compared entry with this formula, charge and spin = 4.5244 eV
SMILES = C=C[Si@@H](C)C(Cl)Cl
molar mass = 155.1 g/mol

Positions of all 15 atoms, in Å:
Cl -2.22 -1.72 0.07
Cl -2.83 1.19 0.47
Si 0.03 0.44 0.65
C 0.49 2.05 -0.32
C -1.60 -0.06 -0.28
C 1.42 -1.09 0.00
C 1.11 -2.37 0.15
H 1.29 2.59 -0.05
H 1.80 -3.18 0.09
H 2.36 -0.68 -0.31
H -0.49 2.70 -0.20
H 0.48 1.93 -1.41
H -1.84 0.23 -1.35
H -0.16 0.69 2.06
H 0.15 -2.71 0.43

---

Repeat the fourth record exactly.
Below is a 2-piece molecular cluster, C4H8BN overall in a non-equilibrium geometry, with properties calculated with ωB97M-V with the def2-TZVPD basis set.

Calculated values
orbital gap = 9.38 eV
DFT total energy = -6441.42554 eV
ΔE to the lowest compared entry with this formula, charge and spin = 3.1434 eV
SMILES = [H]/B=N/[H].C=CC=C
molar mass = 80.9 g/mol

Positions of all 14 atoms, in Å:
N -2.20 -0.64 0.61
C 2.81 -0.54 0.29
C 0.46 0.70 0.36
C -0.50 0.94 -0.51
C 1.54 -0.23 -0.05
B -3.08 -0.47 -0.21
H -1.50 -0.72 1.34
H -1.37 1.68 -0.46
H -0.47 0.52 -1.53
H 0.35 1.20 1.34
H 3.35 -1.06 -0.40
H 1.11 -0.65 -0.92
H 3.40 -0.44 1.22
H -3.90 -0.29 -1.06